The following is a quantum chemistry calculation of a 24-piece molecular cluster, C28H93F3INO23PSi overall, from the OMol25 dataset.

Last column: Mulliken charge in e.
Cartesian coordinates (Å):
C: 7.853 -0.167 2.482  -1.1416
C: 6.957 -0.153 1.215  0.2366
C: 5.508 -0.433 1.563  -1.1010
C: 4.590 -0.540 0.334  0.0875
C: 3.282 -1.187 0.757  -0.8438
C: 2.148 -0.993 -0.248  0.2138
C: 1.688 0.457 -0.383  -1.7713
C: 0.875 1.078 0.748  -2.5247
C: -0.510 0.501 1.207  4.0846
C: -1.419 -0.132 0.134  1.0055
F: -0.950 0.166 -1.105  -0.4051
F: -2.657 0.460 0.193  0.5735
C: -1.676 -1.621 0.183  -0.7271
C: -2.754 -2.089 -0.816  -0.4452
Si: -4.064 -3.083 0.096  -0.2789
C: -5.019 -4.213 -1.041  -1.1171
C: -3.291 -4.168 1.435  -1.0886
C: -5.195 -1.831 0.939  1.5185
C: -5.915 -0.951 0.118  -0.7197
C: -6.749 0.024 0.679  -0.8529
C: -6.876 0.108 2.068  -0.5566
C: -6.189 -0.791 2.887  -0.7871
C: -5.346 -1.762 2.335  -0.8472
C: -0.302 -0.316 2.513  -3.7690
I: 0.316 -2.376 2.717  0.1697
N: -1.665 -0.181 3.103  0.6760
C: -2.201 0.936 2.791  -1.2783
C: -1.249 1.730 1.934  0.7240
C: -0.491 2.512 3.072  0.1002
C: 0.575 3.521 2.745  -1.6258
F: -1.547 3.200 3.704  -0.4217
P: -2.049 3.180 0.932  0.1122
C: -1.714 2.964 -0.849  -1.1137
C: -3.899 2.994 1.087  0.0139
C: -4.672 2.973 -0.224  -0.8820
H: 8.770 -0.724 2.341  0.2825
H: 8.067 0.840 2.828  0.2071
H: 7.317 -0.667 3.288  0.3328
H: 7.072 0.829 0.768  0.0030
H: 7.334 -0.925 0.550  0.1711
H: 5.110 0.333 2.230  0.2169
H: 5.452 -1.379 2.107  0.5235
H: 4.490 0.476 -0.043  0.3154
H: 5.122 -1.116 -0.422  -0.1160
H: 3.470 -2.254 0.855  0.4212
H: 2.997 -0.799 1.738  0.1760
H: 2.570 -1.267 -1.215  0.6202
H: 1.325 -1.689 -0.097  -0.4889
H: 1.227 0.586 -1.356  0.7576
H: 2.599 1.051 -0.451  0.7710
H: 0.670 2.096 0.425  0.6918
H: 1.528 1.197 1.607  0.1449
H: -2.021 -1.831 1.192  0.0513
H: -0.755 -2.159 0.000  -0.3530
H: -3.184 -1.294 -1.417  0.3817
H: -2.285 -2.777 -1.520  0.1769
H: -5.478 -3.704 -1.886  0.3096
H: -5.748 -4.802 -0.495  0.5012
H: -4.300 -4.927 -1.452  0.3253
H: -2.418 -4.703 1.069  0.3357
H: -2.993 -3.560 2.287  0.2532
H: -4.032 -4.886 1.775  0.3301
H: -5.788 -1.017 -0.954  0.7482
H: -7.275 0.692 0.013  0.3069
H: -7.503 0.864 2.515  0.5165
H: -6.301 -0.714 3.960  0.4935
H: -4.821 -2.431 3.003  0.5701
H: 0.420 0.132 3.173  1.1570
H: -2.137 -0.866 3.685  0.4795
H: -3.191 1.218 3.112  0.8717
H: -0.118 1.879 3.875  -0.0390
H: 0.302 4.228 1.970  0.3032
H: 0.762 4.086 3.655  0.5668
H: 1.521 3.055 2.490  0.3295
H: -2.013 3.901 -1.307  0.7106
H: -0.666 2.832 -1.099  0.3783
H: -2.276 2.178 -1.344  0.0531
H: -4.191 2.163 1.725  -0.5304
H: -4.180 3.898 1.623  0.7381
H: -4.591 2.001 -0.700  0.2285
H: -5.726 3.112 0.010  0.1923
H: -4.376 3.738 -0.929  0.3712
O: -0.076 -3.945 -2.252  -0.6130
H: 0.308 -4.021 -1.372  0.2626
H: -0.231 -3.000 -2.366  0.3225
O: 5.211 2.724 0.519  -0.5232
H: 4.813 3.569 0.770  0.2036
H: 6.087 2.969 0.197  0.3194
O: 7.016 -0.329 -2.410  -0.6190
H: 6.087 -0.556 -2.520  0.2628
H: 7.447 -1.171 -2.220  0.2661
O: 6.847 3.359 3.108  -0.6440
H: 6.332 3.059 2.347  0.3548
H: 6.566 2.784 3.828  0.3133
O: 6.138 2.542 -2.901  -0.6192
H: 5.202 2.356 -3.007  0.2760
H: 6.543 1.682 -2.726  0.3928
O: 1.379 0.427 5.740  -0.6237
H: 1.008 1.045 6.382  0.3286
H: 0.638 0.186 5.180  0.3334
O: 2.962 -3.954 -1.135  -0.5334
H: 2.454 -4.218 -1.913  0.2677
H: 2.695 -4.572 -0.447  0.2832
O: -0.915 5.798 -1.652  -0.5426
H: -1.383 6.613 -1.426  0.2998
H: -0.035 6.093 -1.908  0.2409
O: -1.480 -4.997 -5.235  -0.6434
H: -1.098 -5.086 -4.356  0.3060
H: -1.633 -4.048 -5.322  0.3630
O: 7.645 -3.297 -1.941  -0.6326
H: 6.717 -3.535 -2.065  0.3225
H: 8.079 -4.133 -1.751  0.2939
O: 9.644 -1.304 4.820  -0.6417
H: 9.240 -0.468 5.072  0.3147
H: 10.471 -1.046 4.401  0.3151
O: -0.590 -2.620 -6.573  -0.6436
H: -0.121 -3.462 -6.587  0.3165
H: -0.031 -2.013 -7.073  0.2994
O: -4.722 2.460 -3.458  -0.5341
H: -4.173 1.669 -3.469  0.2840
H: -4.222 3.104 -3.970  0.2691
O: -8.066 2.792 -0.652  -0.5701
H: -7.327 3.345 -0.934  0.3100
H: -8.845 3.339 -0.804  0.2755
O: 5.775 -4.713 -3.896  -0.6451
H: 6.267 -5.541 -3.891  0.3142
H: 6.329 -4.111 -4.405  0.3359
O: -8.059 -4.781 0.382  -0.6617
H: -7.581 -3.955 0.504  0.2853
H: -7.826 -5.306 1.157  0.3456
O: -3.287 -2.962 -4.127  -0.5999
H: -3.835 -3.194 -4.885  0.2861
H: -3.546 -3.598 -3.451  0.2992
O: 5.570 5.637 1.274  -0.5904
H: 5.805 6.501 0.922  0.2977
H: 6.317 5.393 1.835  0.2893
O: -6.847 0.650 -2.582  -0.5226
H: -7.229 1.375 -2.070  0.2898
H: -7.270 0.725 -3.443  0.2556
O: -3.036 7.731 -2.414  -0.6106
H: -2.899 7.824 -3.362  0.3120
H: -3.991 7.661 -2.313  0.3034
O: -8.101 -3.927 3.646  -0.6714
H: -7.359 -3.388 3.352  0.3281
H: -8.864 -3.354 3.513  0.3275
O: 9.617 2.780 3.767  -0.6234
H: 10.315 3.307 3.368  0.3078
H: 8.813 3.310 3.667  0.3202
O: -0.643 -0.340 -8.728  -0.6242
H: -0.576 -0.231 -9.681  0.3154
H: -1.588 -0.345 -8.549  0.3170

Values from the calculation:
HOMO-LUMO gap   7.08 eV
DFT total energy   -112541.8174 eV
Charge   +1